1.
Computed, not measured: one molecule with the formula CH6N2S in a non-equilibrium geometry, with ωB97M-V/def2-TZVPD.

Atoms and positions in Å:
S1 -0.15 0.58 -0.42
N1 1.01 0.27 -1.35
N2 -1.11 -0.85 -0.56
C1 0.37 0.24 1.36
H1 -0.74 -1.52 -1.34
H2 1.37 0.52 1.21
H3 0.28 -0.74 1.72
H4 -2.07 -0.72 -0.60
H5 -0.06 1.17 1.92
H6 1.12 1.06 -1.95

Values from the calculation:
2S+1: 1
Energy above the lowest of the compared OMol25 structures with the same formula, charge and spin (kcal/mol): 53.1
Charge: 0
F_max (eV/Å): 4.45
E_HOMO (eV): -8.8458

2.
Computed, not measured: an isolated ion of composition CH6N3 and charge +1 in a non-equilibrium geometry, with ωB97M-V/def2-TZVPD.

Atoms and positions in Å:
N1 -0.05 -0.23 0.62
N2 -0.94 -0.75 -0.28
N3 1.25 -0.14 -0.04
C1 -1.03 0.67 0.04
H1 1.84 0.63 0.33
H2 -0.79 1.42 -0.89
H3 -1.72 1.13 0.89
H4 1.88 -0.98 0.14
H5 1.13 -0.33 -0.99
H6 -1.57 -1.41 0.19

Values from the calculation:
2S+1: 1
SMILES string: [NH3+]N1CN1
Energy above the lowest of the compared OMol25 structures with the same formula, charge and spin (kcal/mol): 116.0
Charge: +1
F_max (eV/Å): 3.90
E_HOMO (eV): -15.7620

3.
Computed, not measured: an isolated ion of composition CH6N3 and charge +1 in a non-equilibrium geometry, with ωB97M-V/def2-TZVPD.

Atoms and positions in Å:
N1 -0.58 0.07 -0.11
N2 1.80 0.38 0.48
N3 -1.66 -0.56 -0.54
C1 0.60 -0.35 -0.25
H1 2.72 0.29 0.11
H2 1.45 1.23 1.01
H3 -0.66 1.01 0.39
H4 -2.10 -1.00 0.30
H5 0.74 -1.32 -0.59
H6 -2.32 0.25 -0.81

Values from the calculation:
2S+1: 1
SMILES string: NNC=[NH2+]
Energy above the lowest of the compared OMol25 structures with the same formula, charge and spin (kcal/mol): 77.1
Charge: +1
F_max (eV/Å): 7.46
E_HOMO (eV): -15.4708

4.
Computed, not measured: an isolated ion of composition CH6N3 and charge +1 in a non-equilibrium geometry, with ωB97M-V/def2-TZVPD.

Atoms and positions in Å:
N1 0.78 1.59 0.48
N2 -0.58 -1.76 -0.58
N3 -0.44 -0.07 -0.67
C1 0.35 0.39 0.26
H1 1.45 1.81 1.23
H2 0.44 2.42 -0.11
H3 0.56 -0.37 0.96
H4 -0.01 -2.09 0.21
H5 -1.03 0.09 -1.47
H6 -1.54 -2.02 -0.31

Values from the calculation:
2S+1: 1
SMILES string: NNC=[NH2+]
Energy above the lowest of the compared OMol25 structures with the same formula, charge and spin (kcal/mol): 74.5
Charge: +1
F_max (eV/Å): 5.99
E_HOMO (eV): -15.2136

5.
Computed, not measured: an isolated ion of composition CH6N3O and charge +1 in a non-equilibrium geometry, with ωB97M-V/def2-TZVPD.

Atoms and positions in Å:
O1 -0.22 -0.76 0.12
N1 1.17 1.35 0.02
N2 0.97 -0.19 -0.02
N3 2.05 -0.93 -0.10
C1 -1.53 0.09 -0.08
H1 0.17 1.71 -0.05
H2 -1.79 0.29 -1.13
H3 1.94 -2.05 -0.08
H4 2.99 -0.58 0.11
H5 -2.31 -0.59 0.21
H6 -1.70 0.95 0.66

Values from the calculation:
2S+1: 1
SMILES string: [H]/N=[N+](/N)OC
Energy above the lowest of the compared OMol25 structures with the same formula, charge and spin (kcal/mol): 140.3
Charge: +1
F_max (eV/Å): 7.91
E_HOMO (spin up / spin down) (eV): -15.7845 / -14.8608

6.
Computed, not measured: an isolated ion of composition CH6N3O and charge +1 in a non-equilibrium geometry, with ωB97M-V/def2-TZVPD.

Atoms and positions in Å:
O1 -1.93 -0.10 -0.03
N1 -0.83 0.77 0.01
N2 0.09 -1.25 -0.02
N3 1.71 0.62 -0.05
C1 0.32 0.07 0.05
H1 -0.78 -1.68 -0.28
H2 2.32 -0.16 -0.36
H3 -2.54 0.44 0.46
H4 -0.82 1.69 0.41
H5 0.78 -1.86 0.37
H6 1.67 1.46 -0.55

Values from the calculation:
2S+1: 3
Energy above the lowest of the compared OMol25 structures with the same formula, charge and spin (kcal/mol): 34.1
Charge: +1
F_max (eV/Å): 5.87
E_HOMO (spin up / spin down) (eV): -10.5097 / -14.4003
<S²>: 2.007

7.
Computed, not measured: a 2-piece molecular cluster, CH6N3O2 overall in a non-equilibrium geometry, with ωB97M-V/def2-TZVPD.

Atoms and positions in Å:
O1 -3.20 -0.25 -0.31
O2 -2.25 -0.46 0.54
N1 2.35 0.47 -0.16
N2 0.27 1.29 0.24
N3 0.47 -0.99 0.06
C1 1.07 0.22 0.09
H1 0.97 -1.66 -0.53
H2 -4.13 -0.01 0.21
H3 -0.59 -1.01 0.18
H4 2.59 1.48 -0.32
H5 -0.69 1.10 0.24
H6 3.13 -0.16 -0.22

Values from the calculation:
2S+1: 1
Energy above the lowest of the compared OMol25 structures with the same formula, charge and spin (kcal/mol): 62.4
Charge: +1
F_max (eV/Å): 3.37
E_HOMO (spin up / spin down) (eV): -15.4985 / -15.1963

8.
Computed, not measured: one molecule with the formula CH6N3OP in a non-equilibrium geometry, with ωB97M-V/def2-TZVPD.

Atoms and positions in Å:
P1 1.34 0.97 0.22
O1 2.39 1.53 0.99
N1 0.32 0.05 1.12
N2 1.53 -0.01 -1.09
N3 -1.37 0.59 -0.49
C1 -0.94 -0.36 0.44
H1 2.42 -0.14 -1.62
H2 -0.80 -1.30 -0.09
H3 0.56 -0.21 -1.35
H4 -1.69 1.44 0.01
H5 -1.61 -0.57 1.35
H6 0.25 -0.29 2.02

Values from the calculation:
2S+1: 1
Energy above the lowest of the compared OMol25 structures with the same formula, charge and spin (kcal/mol): 86.6
Charge: 0
F_max (eV/Å): 4.19
E_HOMO (spin up / spin down) (eV): -7.8746 / -9.7014